No. 1
{"formula": "C5H4N3OP", "method": "the ωB97M-V functional and the def2-TZVPD basis", "species": ["C", "C", "C", "C", "C", "N", "N", "N", "O", "P", "H", "H", "H", "H"], "positions_angstrom": [[-0.467490, -0.216764, 1.478886], [-1.877475, -1.686523, 0.234645], [0.322197, 0.434224, 0.476958], [0.269554, 0.295041, -0.858501], [1.772072, 1.813815, -1.057046], [-1.389233, -1.100345, 1.339083], [1.024944, 0.990255, -1.703023], [-1.501310, -1.573033, -0.986528], [-1.811198, -2.041383, -2.060203], [1.517458, 1.836299, 0.764589], [-0.276560, 0.078604, 2.509823], [-2.695406, -2.384748, 0.449538], [2.440246, 2.477718, -1.580913], [2.672201, 1.076840, 0.992692]], "forces_ev_per_angstrom": [[-0.343, -0.290, 0.090], [-1.049, -1.036, -0.254], [0.536, 0.532, -0.173], [-1.172, -1.139, 0.869], [0.114, 0.215, 0.433], [0.664, 0.711, 1.168], [0.387, 0.431, -0.937], [1.020, 0.932, -0.723], [-0.147, -0.053, 0.457], [-0.704, -0.335, -0.457], [0.012, 0.003, -0.045], [0.156, 0.100, -0.406], [0.215, 0.084, -0.154], [0.311, -0.155, 0.134]], "lowdin_charge": [-0.19, -0.20, -0.42, -0.08, -0.35, 0.05, 0.01, -0.07, 0.05, 0.96, 0.10, 0.13, 0.06, -0.05], "e_homo_ev": [-8.653, -8.945], "charge": 0, "e_lumo_ev": [-0.98, -0.85], "orbital_gap_ha": [0.2820, 0.2975]}

---

No. 2
{"formula": "C9H14", "method": "the ωB97M-V functional and the def2-TZVPD basis", "species": ["C", "C", "H", "H", "H", "H", "H", "H", "C", "C", "C", "C", "C", "C", "C", "H", "H", "H", "H", "H", "H", "H", "H"], "positions_angstrom": [[3.994237, -1.203863, -0.884160], [2.600990, -0.836791, -0.460111], [4.552346, -1.975993, -0.391382], [4.186748, -1.343950, -1.963025], [4.728399, -0.362550, -0.660419], [1.751229, -1.505070, -0.928614], [2.469024, 0.243533, -0.474827], [2.151124, -1.229815, 0.476242], [-0.798658, -0.612832, -1.965756], [-0.937378, 1.871096, 0.965614], [-0.719983, 1.400101, -0.297994], [-1.608555, 1.078859, 1.924006], [-1.074070, 0.071555, -0.650456], [-1.769389, -0.302606, 1.721867], [-1.511116, -0.708447, 0.408072], [-0.584754, 2.826686, 1.318438], [-0.161679, 1.987756, -1.039471], [-2.091814, 1.564116, 2.733356], [-2.203366, -0.867006, 2.527841], [-0.148697, 0.046176, -2.530569], [-1.777487, -0.883879, -2.353748], [-1.523224, -1.850862, 0.304478], [-0.281852, -1.560690, -1.798237]], "forces_ev_per_angstrom": [[2.330, 1.520, -0.248], [-2.683, -2.256, 0.124], [-0.447, -1.079, 0.447], [-0.675, -0.089, 0.277], [-1.055, -0.410, -0.153], [1.569, 1.862, -0.767], [-0.638, -0.201, -0.347], [1.584, 0.687, 0.697], [-0.438, 0.580, 1.267], [-0.279, -0.256, 0.537], [0.876, -0.345, -0.917], [-0.142, -0.383, -0.316], [0.214, 0.377, 0.414], [0.097, 2.133, -1.610], [-0.165, -3.717, 1.823], [-0.015, 0.500, -0.394], [-0.217, 0.019, 0.236], [-0.015, 0.408, 1.123], [0.048, -0.695, -0.124], [-0.280, -0.076, -0.802], [0.239, 0.208, -0.943], [-0.170, 1.428, -0.397], [0.264, -0.215, 0.078]], "lowdin_charge": [-0.24, -0.24, 0.03, 0.05, 0.07, 0.07, 0.05, 0.05, -0.14, -0.18, -0.13, -0.18, -0.34, -0.17, -0.16, 0.07, 0.08, 0.05, 0.06, 0.05, 0.06, 0.08, 0.02], "e_homo_ev": [1.102, -4.248], "charge": -1, "multiplicity": 2, "e_lumo_ev": [3.86, 3.72], "orbital_gap_ha": [0.1013, 0.2927]}

---

No. 3
{"formula": "C5H10N2O2", "method": "the ωB97M-V functional and the def2-TZVPD basis", "species": ["C", "C", "C", "C", "C", "H", "H", "H", "H", "H", "H", "H", "H", "H", "H", "N", "N", "O", "O"], "positions_angstrom": [[-1.344522, 0.524036, -1.395994], [1.085541, -0.691009, -0.097548], [0.059834, -0.607403, 0.987397], [-0.797021, -1.588819, 1.210622], [1.022164, 1.784196, 1.254813], [-1.191589, 1.149074, -2.544310], [-2.510831, 0.431555, -0.917828], [-0.447239, 0.878758, -0.329987], [-0.973916, -1.350845, -0.650900], [1.122378, -1.515069, -2.102249], [-0.646915, -2.457843, 0.518924], [-1.494770, -1.314783, 1.968981], [1.349325, 1.663078, -0.027883], [2.005327, 1.762134, 1.773015], [0.283412, 2.940884, 1.317129], [-0.692718, -0.839973, -1.683909], [0.627224, -0.766481, -1.400807], [2.267615, -0.509732, 0.281586], [0.276699, 0.508244, 1.838948]], "forces_ev_per_angstrom": [[1.818, 0.594, 0.390], [2.923, 0.969, 1.102], [1.775, 2.124, 0.849], [0.806, 0.365, -0.641], [-1.160, 0.524, -2.822], [-0.704, -1.328, 4.068], [3.491, 0.249, -1.759], [-3.587, 0.258, -3.684], [-0.709, 1.329, -4.269], [-0.742, 2.905, 2.513], [-0.840, 0.412, 1.394], [-0.787, -1.122, 0.520], [-1.317, 0.343, 4.136], [-1.056, 0.455, -0.110], [2.325, -4.181, 0.226], [-5.008, -1.094, 4.861], [5.008, -2.606, -2.836], [-2.336, -1.244, -1.822], [0.100, 1.048, -2.117]], "lowdin_charge": [-0.10, -0.46, -0.37, 0.07, -0.05, 0.13, 0.12, 0.12, 0.10, 0.22, 0.11, 0.09, 0.15, 0.06, 0.17, -0.21, -0.06, 0.04, -0.14], "e_homo_ev": -9.132, "charge": 0, "e_lumo_ev": 0.24, "orbital_gap_ha": 0.3443}

---

No. 4
{"formula": "C34H24Cl2F3O4RuSSbTe", "method": "the ωB97M-V functional and the def2-TZVPD basis", "species": ["Ru", "O", "C", "O", "C", "C", "C", "C", "C", "C", "S", "H", "H", "H", "H", "Cl", "C", "C", "O", "O", "H", "H", "F", "C", "C", "C", "C", "C", "C", "Sb", "C", "C", "C", "C", "F", "C", "C", "C", "C", "C", "C", "F", "C", "C", "H", "H", "H", "H", "H", "H", "H", "H", "H", "H", "H", "H", "Te", "Cl", "C", "C", "C", "C", "C", "C", "C", "H", "H", "H", "H", "H", "H"], "positions_angstrom": [[-1.463569, 0.130178, 0.359283], [1.853097, -1.005731, 2.748525], [0.817007, -0.395446, 2.468268], [0.115906, -0.685575, 1.423642], [0.360745, 0.714941, 3.392227], [0.762632, 0.577050, 4.725169], [0.383714, 1.470730, 5.706644], [-0.414238, 2.556867, 5.351902], [-0.800860, 2.722867, 4.040187], [-0.425716, 1.817549, 3.028451], [-0.971501, 2.253094, 1.416263], [1.383707, -0.278375, 4.958772], [0.699942, 1.323074, 6.733236], [-0.738494, 3.274091, 6.100702], [-1.421190, 3.565266, 3.758268], [-1.788144, -4.577429, -3.947711], [-2.631015, -3.210338, -3.142670], [-1.613504, -2.340495, -2.385413], [-1.124244, -1.380459, -3.060844], [-1.363952, -2.652043, -1.209944], [-3.344168, -3.650911, -2.455129], [-3.116980, -2.648536, -3.931134], [3.560958, -5.356276, -2.121165], [2.883026, -4.181925, -2.003233], [2.499430, -3.526063, -3.152458], [1.806498, -2.328322, -3.024395], [1.514511, -1.798614, -1.773552], [1.898169, -2.503694, -0.632453], [2.593431, -3.702078, -0.744462], [0.408851, 0.013171, -1.589173], [0.580683, 0.835176, -3.555899], [-0.551606, 1.315436, -4.207288], [-0.468875, 1.854405, -5.484193], [0.765364, 1.888323, -6.100698], [0.858917, 2.405669, -7.352374], [1.910242, 1.416869, -5.495842], [1.803493, 0.895194, -4.210592], [2.102653, 1.190392, -0.861031], [2.333135, 2.473337, -1.350063], [3.339431, 3.282886, -0.836308], [4.110947, 2.788851, 0.193538], [5.099990, 3.571413, 0.702316], [3.908640, 1.534549, 0.728006], [2.899552, 0.742984, 0.191198], [2.722825, -3.955179, -4.122297], [1.463274, -1.821296, -3.917344], [1.628992, -2.148098, 0.354918], [2.888791, -4.262522, 0.134254], [-1.515324, 1.255089, -3.719203], [-1.342081, 2.233384, -6.000594], [2.858155, 1.464837, -6.018665], [2.698755, 0.537672, -3.712249], [1.717260, 2.867566, -2.151384], [3.518044, 4.281371, -1.216667], [4.513291, 1.187809, 1.556724], [2.736652, -0.229884, 0.639594], [-3.224179, 1.107283, -1.127339], [-1.629081, -1.967260, 4.150757], [-2.873787, -0.783938, 3.829108], [-3.364620, -0.085522, 4.921261], [-4.401133, 0.815734, 4.754468], [-4.947125, 0.991652, 3.487206], [-4.436691, 0.303246, 2.406398], [-3.359558, -0.594228, 2.523472], [-2.767320, -1.238975, 1.346712], [-2.919683, -0.255666, 5.893285], [-4.775801, 1.374950, 5.604461], [-5.764468, 1.689975, 3.337829], [-4.843934, 0.474554, 1.415698], [-3.490763, -1.578730, 0.615884], [-2.107093, -2.055873, 1.615108]], "forces_ev_per_angstrom": [[-0.282, 0.223, 0.208], [-0.234, 0.062, 0.010], [0.135, 0.020, -0.227], [0.219, 0.058, 0.343], [-0.027, -0.106, 0.091], [0.007, -0.065, -0.069], [-0.010, 0.012, 0.012], [0.010, 0.003, 0.055], [0.037, -0.012, 0.014], [-0.037, 0.084, 0.025], [-0.042, 0.004, -0.141], [-0.014, 0.018, 0.009], [-0.010, 0.009, -0.017], [0.026, -0.044, -0.024], [0.012, -0.023, -0.013], [0.069, -0.127, -0.082], [0.052, 0.074, 0.056], [0.203, 0.085, 0.190], [-0.150, -0.275, 0.262], [-0.162, 0.247, -0.414], [-0.031, 0.008, 0.039], [-0.058, 0.071, -0.018], [0.077, -0.123, 0.003], [-0.059, 0.092, -0.001], [0.008, -0.010, -0.044], [0.003, 0.021, -0.023], [0.075, 0.009, 0.089], [0.013, -0.019, -0.080], [-0.007, 0.009, 0.045], [0.100, -0.237, -0.187], [-0.065, -0.005, 0.065], [0.034, -0.029, -0.044], [0.023, 0.012, -0.033], [-0.021, -0.061, 0.153], [-0.004, 0.085, -0.194], [0.025, 0.000, 0.010], [0.122, 0.035, -0.015], [-0.054, -0.008, -0.039], [-0.005, 0.059, -0.013], [0.015, 0.029, 0.000], [-0.114, -0.109, -0.044], [0.123, 0.101, 0.062], [0.001, 0.025, -0.013], [0.032, -0.061, 0.043], [-0.013, 0.017, 0.046], [-0.007, -0.011, -0.015], [-0.007, 0.030, 0.012], [-0.008, 0.014, -0.037], [-0.047, -0.009, 0.024], [0.023, -0.008, 0.010], [-0.040, -0.005, 0.020], [-0.015, 0.005, -0.015], [0.004, 0.000, 0.006], [0.003, -0.017, 0.016], [-0.015, 0.013, -0.015], [0.003, 0.027, -0.037], [0.080, -0.061, 0.007], [0.001, -0.026, -0.013], [-0.065, 0.027, -0.126], [-0.016, 0.003, 0.007], [-0.023, 0.036, 0.058], [-0.068, 0.067, 0.020], [0.089, -0.069, -0.049], [0.012, 0.172, 0.320], [0.083, -0.219, -0.177], [-0.010, 0.013, -0.012], [0.012, -0.018, -0.032], [0.039, -0.033, 0.012], [0.037, -0.007, 0.024], [-0.186, 0.017, -0.024], [0.101, -0.100, -0.081]], "lowdin_charge": [0.46, 0.00, -0.63, -0.27, -0.17, -0.06, -0.11, -0.12, -0.16, -0.61, 0.49, 0.11, 0.08, 0.09, 0.08, 0.50, -0.49, -0.79, -0.20, -0.05, 0.06, 0.06, 0.02, -0.29, -0.02, -0.11, -0.32, -0.09, -0.01, 1.52, -0.36, -0.11, -0.01, -0.30, 0.02, -0.02, -0.13, -0.33, -0.13, -0.03, -0.30, 0.02, -0.01, -0.10, 0.11, 0.09, 0.08, 0.11, 0.04, 0.11, 0.11, 0.11, 0.09, 0.11, 0.12, 0.07, 0.22, 0.72, -0.58, -0.14, -0.12, -0.11, -0.08, -0.33, -0.29, 0.09, 0.09, 0.09, 0.06, 0.03, 0.02], "e_homo_ev": [-1.507, -2.423], "charge": -2, "multiplicity": 5, "e_lumo_ev": [4.03, 3.90], "orbital_gap_ha": [0.2036, 0.2325]}

---

DFT total energy / eV: -21049.3418, -9557.3157, -12413.5860, -104285.7164